A structure of composition C45H39BBrF15GeN7O3RbS4. Source: the OMol25 dataset; level of theory: ωB97M-V/def2-TZVPD.

Properties
- lowest unoccupied orbital energy (spin up / spin down) (eV) = 2.966 / 3.015
- energy above the lowest of the compared OMol25 structures with the same formula, charge and spin (kJ/mol) = 447.30
- charge = -2
- Kohn-Sham gap (spin up / spin down) (Eh) = 0.1453 / 0.1513
- M (u) = 1387.88
- 2S+1 = 1

CARTESIAN COORDINATES (ANGSTROEM)
C 1.187 3.163 -1.644
C -7.656 -0.698 1.940
F -6.259 -2.881 3.758
Ge -5.992 0.189 2.771
H 5.107 1.260 -6.757
C 5.440 3.084 -0.269
C 2.522 -1.171 -5.225
S -4.173 -0.570 2.007
H 5.742 0.889 -3.134
C 4.724 0.082 -4.904
C -5.477 -0.737 4.464
C 5.129 1.185 -3.977
H 3.790 -3.008 2.885
F -8.582 -0.696 4.132
C -7.058 4.825 3.132
O -3.227 -2.621 -2.329
H 2.573 4.550 -0.897
F -10.970 -1.570 3.133
C -6.431 2.135 2.971
C 5.915 -0.908 -4.879
H 5.708 2.130 -0.766
H 4.213 4.727 2.087
S -0.221 -0.875 0.978
C 1.104 -1.381 -3.423
C -5.561 -2.606 6.004
C 4.423 2.077 1.836
N 3.381 -2.053 -0.285
F -7.450 1.845 5.081
C -7.523 3.987 4.180
H 5.260 -3.013 -1.617
C 5.388 -3.026 0.572
C 1.297 -2.286 3.470
C -10.041 -1.895 0.984
F -11.193 -2.431 0.443
C 0.611 4.176 -2.602
H 5.804 -1.869 -5.433
H 6.347 -4.961 0.758
F -3.846 0.138 7.637
O -2.404 -0.920 -3.531
H 6.244 -1.131 -3.827
C 6.262 -2.617 1.739
H 1.827 -1.717 4.214
F -4.550 1.306 5.253
B 1.716 -0.622 -1.233
F -5.469 2.564 0.803
H 4.866 -4.915 -0.232
F -5.697 -3.899 6.230
H 5.235 2.589 2.424
C 0.048 -1.525 -5.806
F -6.740 -0.965 -0.171
O -2.467 -2.977 -4.444
H 6.728 -0.359 -5.466
C -5.055 -1.809 7.005
N 2.813 1.295 -0.285
H 6.273 -1.527 1.967
H 4.292 -0.348 -6.980
H 6.908 -3.203 -0.950
C 1.204 -1.447 -4.796
N 3.366 -0.636 -3.056
H 3.434 1.189 -6.438
H 1.337 -3.350 3.703
C -8.916 -1.839 0.145
C -5.859 -2.048 4.764
H 6.385 3.380 0.199
H 0.081 -0.603 -6.376
C 5.317 -4.572 0.677
H 4.232 1.765 -3.749
C 5.975 -2.673 -0.789
F -5.656 5.285 1.266
F -8.246 4.512 5.161
H 4.643 -4.930 1.465
H -0.406 3.835 -2.852
F -4.856 -2.391 8.192
N 2.193 -1.418 -0.100
C -7.799 -1.165 0.619
H 0.278 -1.875 3.363
H 0.542 5.140 -2.111
C -9.938 -1.390 2.295
S -0.413 1.115 -2.441
N -2.674 -2.256 -3.415
C -6.208 4.372 2.120
C 1.976 -2.028 2.142
C 0.973 1.779 -1.772
C -6.088 2.997 1.945
C -8.694 -0.924 2.775
H 7.282 -3.029 1.650
C 3.955 -2.502 0.809
C 4.204 3.030 0.651
Br -6.544 0.583 -3.454
C -4.591 -0.537 6.728
C 2.209 3.518 -0.855
H 0.172 -2.313 -6.591
C 3.050 2.593 -0.188
C -4.895 -0.007 5.478
H 0.993 4.264 -3.621
F -8.932 -2.292 -1.143
C 3.803 4.441 1.101
C 1.425 -1.416 1.007
C 3.289 -2.469 2.055
H 2.761 4.567 1.262
H 6.146 -1.551 -0.974
F -7.193 6.129 3.323
S -0.246 -1.095 -2.220
H -0.928 -1.639 -5.281
H 3.444 1.864 2.371
N 2.167 -1.013 -2.644
C 3.469 -0.629 -4.359
H 5.881 -2.952 2.692
C -7.057 2.696 4.108
Rb -3.951 -0.316 -1.204
H 5.753 1.871 -4.545
H 4.850 1.109 1.571
H 4.272 5.122 0.413
H 2.843 -1.440 -6.232
H 5.183 3.721 -1.134
N 1.824 0.901 -1.157
C 4.347 0.560 -6.340

Atoms 1-3, force components in eV/Å:
1.24 0.59 -1.52
0.77 0.21 -0.04
-0.18 0.65 0.95


A structure of composition C45H39BaBrN9O4. Source: the OMol25 dataset; level of theory: ωB97M-V/def2-TZVPD.

Properties
- lowest unoccupied orbital energy (spin up / spin down) (eV) = 1.755 / 1.603
- energy above the lowest of the compared OMol25 structures with the same formula, charge and spin (kJ/mol) = 131.94
- charge = -1
- Kohn-Sham gap (spin up / spin down) (Eh) = 0.2083 / 0.1941
- M (u) = 987.10
- 2S+1 = 1

CARTESIAN COORDINATES (ANGSTROEM)
C -3.422 -10.873 18.086
H -2.764 -15.278 14.663
H -0.290 -20.714 23.191
H -0.873 -19.141 23.631
C -4.325 -12.564 19.994
C -8.924 -16.330 14.361
N -10.812 -14.344 13.271
H -7.210 -20.183 20.558
C -3.082 -19.200 17.086
C -2.272 -18.459 19.154
C -10.099 -13.889 11.092
N -3.105 -18.313 18.089
H -3.149 -10.251 17.240
H -1.306 -17.789 15.217
N -4.044 -13.076 18.764
N -10.875 -13.987 14.497
H -10.744 -14.707 10.800
C -8.233 -11.976 11.971
C -4.459 -13.112 22.356
H -11.501 -13.455 16.901
C -7.023 -19.142 20.780
C -1.355 -16.667 15.190
N -2.698 -16.286 14.802
C -2.259 -20.334 17.148
N -5.247 -14.658 20.593
H -9.300 -11.984 13.855
C -9.132 -13.385 10.218
C -10.096 -13.440 12.436
H -9.685 -13.364 18.717
H -5.643 -16.856 14.815
C -1.517 -20.579 18.299
C -8.244 -14.369 17.522
H -0.335 -17.308 19.649
C -4.030 -10.838 21.745
H -8.548 -19.079 22.276
C 0.032 -19.715 23.450
C -9.116 -15.440 15.450
N -0.082 -18.766 21.208
C -8.071 -16.466 23.134
H -2.167 -20.978 16.289
C -7.698 -15.134 23.333
H -6.809 -13.410 22.408
C -8.035 -15.220 16.340
C -4.198 -11.785 22.720
H -0.544 -16.243 14.529
H -1.415 -16.714 22.034
H -5.472 -18.985 19.346
C -6.487 -16.547 21.216
C -6.210 -15.184 21.397
O -2.227 -15.666 17.133
H -9.763 -16.602 13.703
C -3.650 -10.333 19.346
O -7.392 -13.993 18.370
H 1.587 -19.860 21.935
H 0.230 -16.141 22.374
H -4.638 -13.897 23.114
C -6.932 -14.486 22.390
H 0.591 -19.736 24.372
H -3.494 -9.255 19.516
H 1.177 -17.267 20.522
C -1.433 -19.562 19.300
H -3.789 -9.831 22.020
H -7.483 -11.235 12.209
C -0.579 -19.842 20.486
O -0.072 -16.212 16.985
H -2.277 -17.637 19.893
C -0.475 -16.392 21.606
C -4.660 -13.493 21.026
H -9.137 -13.627 9.174
C -10.532 -13.928 16.797
C -7.669 -16.819 14.121
C -7.532 -17.154 22.019
H -3.764 -19.027 16.244
C -8.081 -12.581 10.735
N -6.800 -15.734 16.068
C -3.528 -12.236 17.890
H -7.458 -17.396 13.231
C -10.209 -14.550 15.540
C -6.069 -18.445 20.049
H -2.882 -16.690 13.884
H -8.020 -14.604 24.228
C -7.762 -18.509 21.753
C 0.835 -19.114 22.300
O -0.327 -21.002 20.805
Br -6.263 -12.377 9.927
C 0.103 -17.413 20.638
N -5.778 -17.174 20.246
C -9.241 -12.382 12.842
C -1.220 -16.151 16.554
H -1.000 -21.507 18.451
H 1.343 -18.200 22.554
C -6.655 -16.497 14.991
H -4.221 -11.534 23.788
H -0.652 -15.430 21.100
C -3.987 -11.217 20.383
H -8.688 -16.988 23.855
Ba -4.537 -15.737 17.847
C -9.566 -13.840 17.743
H -3.197 -12.661 16.961

Atoms 1-3, force components in eV/Å:
0.04 1.38 0.67
0.09 -0.22 0.19
0.08 -0.21 0.00


A structure of composition C45H39InN5O3P2. Source: the OMol25 dataset; level of theory: ωB97M-V/def2-TZVPD.

Properties
- lowest unoccupied orbital energy (eV) = -3.613
- energy above the lowest of the compared OMol25 structures with the same formula, charge and spin (kJ/mol) = 48.56
- charge = +1
- Kohn-Sham gap (Eh) = 0.2138
- M (u) = 874.61
- 2S+1 = 1

CARTESIAN COORDINATES (ANGSTROEM)
O 0.743 -0.342 -2.253
P 0.179 2.650 -1.890
H 1.385 -5.863 -0.354
H -2.171 0.862 3.766
H 3.343 5.152 0.916
N -1.126 -6.492 -1.044
C -1.997 0.718 2.697
C 4.200 4.675 -0.985
C -2.584 -4.668 3.026
C -3.919 -2.508 -0.896
C -4.005 -1.138 -0.869
C -1.499 -2.119 2.742
C -2.877 -2.305 2.718
C 2.391 0.726 -0.083
H -4.950 -0.638 -1.004
C 0.400 -0.300 3.864
H -2.352 3.568 3.403
C 1.722 3.568 -1.602
H -2.862 0.692 -0.680
H 2.721 0.331 6.865
H 0.710 4.837 -3.876
C 1.908 -0.044 -2.481
C 2.764 3.521 -2.525
C -3.414 -3.573 2.860
P -0.675 -0.527 2.421
C -1.541 -2.278 -0.512
H 2.706 -1.924 0.636
H -1.901 5.195 1.307
H 5.162 5.102 -0.748
H -4.487 -3.696 2.844
H 1.728 -0.178 -4.500
H 3.285 1.275 4.662
C -0.556 2.987 -6.409
C -2.659 -3.115 -0.740
H 1.147 4.172 0.381
H 1.779 0.890 2.732
H 0.690 -1.030 7.147
C 3.174 4.707 -0.053
H 0.402 -3.086 2.927
N -1.279 2.026 0.710
C 3.990 4.089 -2.222
C -2.477 -4.514 -0.855
H 2.871 0.235 0.759
H -3.332 -5.142 -1.066
H -0.698 3.028 -7.478
H -0.811 4.786 -1.196
C -0.672 -3.227 2.909
C -1.094 3.732 -1.121
H -3.550 -1.468 2.601
C -0.253 -2.881 -0.292
H 4.786 4.066 -2.952
H 3.328 0.193 -3.954
C 2.388 0.686 4.782
H 3.691 0.916 -1.803
H 2.608 3.048 -3.486
C 0.041 4.052 -5.751
C -1.996 3.285 2.432
C 2.945 0.222 -1.405
C 1.195 -4.810 -0.219
C -1.756 4.132 1.339
H 3.205 -4.341 0.338
H -1.448 1.051 -6.209
C -1.317 3.331 0.302
C 2.075 0.150 6.020
C -0.134 2.871 -3.672
C -0.972 1.875 -5.695
C -1.235 -5.073 -0.773
C 2.210 -3.964 0.159
C -2.841 -0.392 -0.683
H 3.434 -0.747 -1.265
O -0.074 -6.915 -1.474
N 0.752 -2.081 0.075
H -3.006 -5.652 3.149
N 2.362 0.011 -3.737
C -0.759 1.817 -4.330
O -2.117 -7.158 -0.849
H 0.356 4.920 -6.309
H -0.801 -1.442 5.229
C 1.941 4.157 -0.356
C 1.934 -2.605 0.306
C 0.930 -0.614 6.181
H -4.790 -3.121 -1.064
H 2.556 1.796 0.014
C -0.087 -4.283 -0.443
C -1.208 -4.492 3.055
H -0.557 -5.339 3.200
C -1.688 2.007 2.014
H -2.909 0.317 2.237
C 1.551 0.463 3.704
C 0.246 4.003 -4.384
H -1.060 0.948 -3.755
H -2.014 3.580 -1.703
C 0.090 -0.843 5.107
In 0.149 0.451 -0.031
N -1.660 -0.944 -0.498

Atoms 1-3, force components in eV/Å:
-0.64 -0.22 0.28
-0.43 0.84 -0.18
-0.01 0.07 0.06


Number 1 is which compound? C45H39BBrF15GeN7O3RbS4


Which value of 2S+1 does entry 1 give? 1


Which of these has the lowest charge? C45H39BBrF15GeN7O3RbS4